No. 1
{"formula": "C3H3N2O", "method": "ωB97M-V/def2-TZVPD", "gap_ev": [7.254, 7.252], "e_homo_ev": [-13.79, -13.79], "total_charge": 1, "max_force_ev_per_a": 6.676, "total_energy_ha": -300.33804, "relative_energy_kcal_mol": 145.2, "symbols": ["C", "C", "C", "N", "N", "O", "H", "H", "H"], "coordinates": [[-0.49, 0.66, 0.89], [0.55, -0.24, 0.87], [0.41, -1.07, -1.31], [-1.11, 0.88, -0.24], [-1.58, 0.99, -1.27], [0.86, -0.63, -0.29], [-0.62, 1.24, 1.79], [0.98, -0.70, 1.68], [1.01, -1.12, -2.11]], "mulliken_charge": [-0.028, -0.016, -0.179, 0.480, -0.251, -0.164, 0.369, 0.486, 0.304]}



No. 2
{"formula": "CH2O3S2", "method": "ωB97M-V/def2-TZVPD", "gap_ev": [7.296, 6.547], "e_homo_ev": [-9.74, -10.16], "max_force_ev_per_a": 4.392, "total_energy_ha": -1061.26014, "relative_energy_kcal_mol": 71.2, "symbols": ["C", "O", "O", "O", "S", "S", "H", "H"], "coordinates": [[-0.05, 0.39, 0.22], [-2.26, -0.45, -1.23], [-3.71, 0.26, 0.70], [-1.27, 0.51, 0.79], [0.69, 2.03, -0.31], [-2.64, 0.54, -0.20], [0.79, 0.19, 0.85], [-0.19, -0.19, -0.74]], "mulliken_charge": [-0.359, -0.475, -0.393, -0.227, -0.083, 0.902, 0.290, 0.345]}



No. 3
{"formula": "C7H16N2", "method": "ωB97M-V/def2-TZVPD", "gap_ev": 10.360, "e_homo_ev": -9.39, "max_force_ev_per_a": 4.462, "total_energy_ha": -385.77392, "relative_energy_kcal_mol": 41.8, "symbols": ["C", "C", "C", "C", "C", "C", "C", "N", "N", "H", "H", "H", "H", "H", "H", "H", "H", "H", "H", "H", "H", "H", "H", "H", "H"], "coordinates": [[-1.11, -1.28, 0.34], [0.95, 0.84, -1.05], [-1.00, 0.26, 0.54], [-2.58, -1.70, 0.40], [0.89, 2.34, -1.14], [2.35, 0.27, -1.26], [0.44, 0.74, 0.42], [-0.37, -2.06, 1.31], [1.34, 0.55, 1.32], [-0.71, -1.53, -0.64], [0.23, 0.38, -1.72], [0.62, -1.80, 1.29], [-0.72, -1.89, 2.25], [0.99, 0.61, 2.28], [-1.37, 0.51, 1.53], [-1.61, 0.76, -0.21], [-3.01, -1.45, 1.37], [-3.16, -1.19, -0.37], [-2.66, -2.77, 0.26], [2.36, -0.80, -1.07], [0.65, 2.72, -2.12], [0.05, 2.44, -0.20], [1.72, 2.84, -0.66], [2.68, 0.48, -2.28], [3.05, 0.74, -0.57]], "mulliken_charge": [0.405, 0.598, -0.948, -1.533, -1.227, -1.547, 0.052, -0.670, -0.680, 0.331, 0.385, 0.343, 0.269, 0.287, 0.435, 0.347, 0.352, 0.377, 0.373, 0.343, 0.354, 0.229, 0.370, 0.423, 0.332]}



No. 4
{"formula": "C23H21CoN2O3Se", "method": "ωB97M-V/def2-TZVPD", "gap_ev": [7.162, 7.141], "e_homo_ev": [-4.33, -4.31], "total_charge": -1, "max_force_ev_per_a": 0.519, "spin_multiplicity": 2, "total_energy_ha": -5008.62678, "symbols": ["Co", "O", "C", "C", "C", "C", "C", "C", "C", "O", "N", "N", "C", "C", "C", "C", "C", "C", "C", "O", "H", "H", "H", "H", "H", "H", "H", "H", "H", "H", "C", "C", "C", "C", "C", "C", "Se", "C", "C", "C", "H", "H", "H", "H", "H", "H", "H", "H", "H", "H", "H"], "coordinates": [[0.39, 0.63, -0.20], [2.82, 5.34, 0.06], [3.85, 4.47, 0.06], [5.15, 5.00, 0.06], [6.24, 4.16, 0.09], [6.08, 2.78, 0.09], [4.80, 2.25, 0.06], [3.68, 3.08, 0.04], [2.33, 2.45, -0.01], [2.25, 1.19, -0.20], [1.29, 3.25, 0.14], [0.13, 2.50, 0.04], [-0.98, 3.09, 0.33], [-2.27, 2.46, 0.23], [-3.40, 3.27, 0.50], [-4.68, 2.78, 0.40], [-4.85, 1.44, 0.02], [-3.78, 0.63, -0.24], [-2.44, 1.10, -0.14], [-1.48, 0.27, -0.40], [2.00, 4.79, 0.10], [5.26, 6.07, 0.06], [7.24, 4.59, 0.10], [6.94, 2.12, 0.11], [4.63, 1.18, 0.05], [-0.93, 4.12, 0.67], [-3.23, 4.30, 0.78], [-5.53, 3.41, 0.60], [-5.85, 1.04, -0.08], [-3.91, -0.41, -0.53], [-2.79, -6.31, -0.10], [-1.90, -5.09, -0.11], [-1.32, -4.62, 1.06], [-0.46, -3.53, 1.06], [0.11, -3.06, 2.36], [-0.14, -2.89, -0.15], [1.28, -1.59, -0.20], [-0.78, -3.32, -1.33], [-0.58, -2.63, -2.66], [-1.63, -4.41, -1.29], [-2.89, -6.72, 0.90], [-2.39, -7.10, -0.74], [-3.79, -6.08, -0.47], [-1.54, -5.11, 2.00], [-0.24, -3.68, 3.18], [-0.18, -2.02, 2.56], [1.20, -3.07, 2.35], [0.00, -1.72, -2.55], [-1.55, -2.38, -3.09], [-0.06, -3.28, -3.36], [-2.10, -4.74, -2.21]], "mulliken_charge": [0.112, -0.679, 0.261, -0.636, -0.296, -0.745, -0.498, 0.279, 1.114, -0.827, -0.721, -0.047, -0.048, 0.381, -0.609, -0.682, -0.396, -0.579, 0.478, -0.483, 0.552, 0.405, 0.347, 0.397, 0.474, 0.337, 0.303, 0.374, 0.349, 0.468, -1.411, 0.750, -1.063, 0.846, -1.471, 0.147, -0.215, 1.074, -1.688, -0.780, 0.332, 0.312, 0.313, 0.191, 0.363, 0.239, 0.355, 0.252, 0.329, 0.374, 0.365]}